Computed, not measured: a 5-piece molecular cluster, C5H18NO6 overall, with ωB97M-V/def2-TZVPD.

Properties
Multiplicity = 1
LUMO energy = 3.5 eV
Maximum force = 1.809 eV Å⁻¹
HOMO level = -5.7 eV
Kohn-Sham gap = 9.1775 eV
Relative energy (zero: lowest compared OMol25 entry of this formula, charge and spin) = 128.6 kJ/mol
Total charge = -1

```
30
Properties=species:S:1:pos:R:3:forces:R:3
C 1.4798 0.3844 1.7082 -0.01 0.71 0.23
O 2.7449 0.3100 1.1316 0.02 -0.18 -0.65
C 0.8718 -0.9571 2.0701 0.17 -0.47 0.31
C -0.6416 -0.9070 1.9650 -0.60 0.60 -0.02
C -1.0895 -0.7406 0.4763 0.33 -1.74 0.38
C -1.5849 0.5494 -0.0993 0.01 0.66 0.09
N -0.6766 1.2245 -0.8267 -1.19 -0.43 0.40
O -2.7342 0.9605 0.0703 -0.34 -0.16 0.11
H 0.8088 0.9279 1.0296 0.02 -0.17 0.11
H 1.5312 1.0330 2.5987 -0.07 -0.24 0.12
H 1.2509 -1.2578 3.0597 -0.36 0.02 -0.05
H 1.2196 -1.7541 1.3923 0.07 0.43 -0.04
H -1.1033 -1.8273 2.3315 0.18 -0.06 0.03
H -1.0874 -0.1150 2.5894 0.26 -0.02 -0.15
H -1.8461 -1.5240 0.3648 -0.24 0.57 -0.41
H -0.2803 -1.1056 -0.1601 0.06 0.09 0.11
H -0.9610 2.0211 -1.3647 -0.04 0.19 -0.03
H 0.2416 0.8369 -0.9802 0.34 0.20 -0.24
H 1.2674 2.6020 -3.2018 -0.14 0.08 -0.08
H 1.1842 2.4532 -1.7231 0.09 0.03 -0.24
O 0.8367 3.0218 -2.4501 0.25 0.02 0.13
H 1.7212 -2.0240 -2.0095 -0.30 0.32 0.08
H 1.1717 -0.5978 -1.6458 0.38 -0.50 -0.48
O 0.9410 -1.4599 -2.1128 0.13 -0.19 0.07
H -4.1656 -0.9355 -1.1268 0.20 -0.27 -0.22
H -4.0361 -1.2599 0.2850 0.18 -0.30 -0.06
O -4.0707 -1.7214 -0.5688 -0.45 0.62 0.25
H 2.6300 0.6139 -1.7721 -0.49 0.25 0.34
H 2.4818 0.4423 0.1311 0.68 0.10 0.67
O 1.8946 0.8061 -1.1619 0.88 -0.16 -0.75
```
Positions in Å, forces in eV/Å.


Computed, not measured: C26H34N4OReSi2 as an isolated structure, with ωB97M-V/def2-TZVPD.

Properties
Multiplicity = 2
LUMO energy (spin up / spin down) = -9.2 / -8.0 eV
Maximum force = 3.342 eV Å⁻¹
HOMO level (spin up / spin down) = -14.0 / -14.2 eV
Kohn-Sham gap (spin up / spin down) = 4.7951 / 6.1365 eV
Relative energy (zero: lowest compared OMol25 entry of this formula, charge and spin) = 0.0 kJ/mol
Total charge = +2

```
68
Properties=species:S:1:pos:R:3:forces:R:3
Re 0.3559 0.1121 -0.2513 0.05 0.11 0.94
C 2.0675 0.3833 -4.3581 0.19 0.08 0.12
C 1.1994 0.1626 -3.1761 0.21 0.05 -0.34
N 1.5954 0.4260 -1.9533 -1.39 -0.43 1.06
N 2.8049 0.9040 -1.7545 1.73 0.65 -0.13
C 3.0804 1.1265 -0.4793 0.64 0.03 -2.26
O 2.1692 0.8593 0.3788 -3.09 -1.11 0.63
C 4.3692 1.6533 -0.0777 0.22 0.11 0.27
C 5.3398 1.9328 -1.0451 -0.16 -0.06 0.07
C 6.5663 2.4343 -0.6621 0.04 0.02 0.03
C 6.8411 2.6628 0.6809 -0.11 -0.05 -0.07
C 5.8810 2.3870 1.6458 0.06 0.03 0.06
C 4.6520 1.8856 1.2740 -0.16 -0.08 -0.21
C -0.1415 -0.3546 -3.2573 0.00 -0.03 -0.32
C -0.7347 -0.6926 -4.4762 0.20 0.10 0.27
C -2.0254 -1.1855 -4.5025 0.00 0.03 0.32
C -2.6842 -1.3241 -3.2919 0.31 0.10 -0.16
C -2.0381 -0.9705 -2.1213 -0.30 -0.11 0.07
N -0.7920 -0.4916 -2.0638 0.27 0.16 0.66
H 3.0251 0.7777 -4.0294 -0.06 -0.03 -0.12
H 1.6088 1.0915 -5.0479 -0.09 0.02 -0.03
H 2.2327 -0.5499 -4.8963 -0.05 -0.08 -0.02
H 5.1113 1.7503 -2.0822 0.06 0.01 -0.12
H 7.3114 2.6484 -1.4108 0.10 0.03 -0.07
H 7.8026 3.0555 0.9761 0.06 0.02 0.01
H 6.0929 2.5639 2.6888 0.04 0.02 0.07
H 3.9094 1.6729 2.0270 -0.01 0.00 0.05
H -0.1826 -0.5674 -5.3929 0.13 0.04 -0.04
H -2.5056 -1.4537 -5.4294 -0.01 -0.02 -0.13
H -3.6916 -1.7026 -3.2444 -0.12 -0.04 0.05
H -2.5637 -1.0846 -1.1941 0.09 0.04 0.11
C 0.1460 -2.9092 1.5558 -0.71 0.11 -0.07
Si -1.6191 -2.5208 0.9291 -0.11 -0.08 0.06
C -3.0532 -2.9994 2.0849 0.74 0.11 -0.39
C -1.8137 -3.5340 -0.6704 0.02 0.54 0.48
C -1.5825 -0.5243 0.8346 0.65 0.08 -1.85
C -0.9779 -0.1750 2.1293 0.42 0.19 0.34
C -1.4605 -0.2384 3.4285 0.02 -0.01 -0.26
C -0.6354 0.1702 4.4583 0.23 0.07 -0.15
C 0.6460 0.6297 4.1602 -0.22 -0.09 -0.04
C 1.0599 0.6655 2.8437 0.48 0.20 0.20
N 0.2568 0.2690 1.8553 -0.48 -0.14 0.52
Si -2.9319 0.9334 0.6101 -0.13 -0.01 0.06
C -3.6481 1.2933 -1.1163 0.34 -0.30 0.56
C -4.3926 0.5245 1.7592 0.65 0.35 -0.41
C -1.9034 2.4828 1.0580 -0.46 -0.56 -0.01
H 0.3464 -3.9758 1.5106 -0.03 -0.18 -0.07
H 0.3154 -2.5963 2.5823 0.03 0.10 0.14
H 0.9039 -2.4203 0.9334 0.06 0.01 -0.09
H -3.1328 -4.0823 2.0871 0.00 -0.24 0.01
H -4.0061 -2.6109 1.7400 -0.09 0.11 -0.15
H -2.9094 -2.6860 3.1120 0.05 0.05 0.17
H -1.6626 -4.5754 -0.3971 0.06 -0.16 0.15
H -1.0767 -3.2927 -1.4289 0.19 0.00 -0.12
H -2.7993 -3.4702 -1.1170 -0.24 0.03 -0.06
H -2.4565 -0.6004 3.6079 -0.13 -0.04 0.08
H -0.9828 0.1324 5.4787 -0.01 0.01 0.12
H 1.3128 0.9554 4.9424 0.08 0.03 0.01
H 2.0435 1.0142 2.5719 -0.09 -0.03 0.05
H -4.3174 0.5253 -1.4861 -0.15 -0.19 -0.04
H -2.8903 1.4804 -1.8697 0.15 0.11 -0.13
H -4.2380 2.2018 -1.0231 -0.07 0.17 0.12
H -4.8296 -0.4444 1.5395 0.01 -0.17 -0.12
H -5.1663 1.2679 1.5928 -0.16 0.18 -0.03
H -4.1409 0.5534 2.8126 0.06 0.03 0.17
H -0.9750 2.5236 0.4772 0.06 0.02 -0.09
H -1.6327 2.5290 2.1092 0.08 -0.03 0.15
H -2.4535 3.3912 0.8305 -0.14 0.11 -0.10
```
Positions in Å, forces in eV/Å.


Computed, not measured: a 3-piece molecular cluster, C2H9O3 overall, with ωB97M-V/def2-TZVPD.

Properties
Multiplicity = 2
LUMO energy (spin up / spin down) = 0.2 / -3.9 eV
Maximum force = 3.632 eV Å⁻¹
HOMO level (spin up / spin down) = -9.9 / -9.8 eV
Kohn-Sham gap (spin up / spin down) = 10.1321 / 5.9268 eV
Relative energy (zero: lowest compared OMol25 entry of this formula, charge and spin) = 160.3 kJ/mol
Total charge = 0

```
14
Properties=species:S:1:pos:R:3:forces:R:3
C 0.5722 -0.0003 -1.1790 -1.29 -1.66 -1.65
O -0.7192 -0.6570 -1.2027 0.30 -0.66 3.22
C 0.4194 1.4691 -1.3162 -2.05 -0.19 -2.99
H 1.1748 -0.2556 -0.3644 0.59 -0.75 1.72
H 1.1005 -0.4231 -2.0842 -0.28 0.57 0.87
H -0.4924 1.9586 -0.8545 1.24 -0.89 -0.09
H 1.3550 1.8590 -0.9539 0.27 1.05 -0.65
H 0.1618 1.3861 -2.4896 0.96 1.88 2.35
H -0.0527 -0.8056 2.2838 1.10 0.17 0.16
H -0.3922 0.5177 2.8077 1.17 0.05 0.13
O 0.4163 -0.0279 2.6613 -1.99 0.03 -0.15
H -1.6899 -2.1631 1.7536 -0.10 -0.07 -0.16
H -0.8825 -0.9802 -0.2195 0.27 0.84 -3.32
O -0.9711 -1.8778 1.1577 -0.19 -0.38 0.56
```
Positions in Å, forces in eV/Å.


> What is the formula in the first record?

C5H18NO6